ORCA calculation (the ωB97M-V functional and the def2-TZVPD basis) on a molecular structure, C29H41BINO6P2S2Yb.

As for the charge: +2. Its energy relative to the best compared isomer or geometry (same formula, charge and spin) is 0.0 kJ/mol. The HOMO energy is -11.9 eV. The calculation puts the largest force on an atom at 2.8 eV/Å. The calculation puts the total energy at -4595.37998 a.u.

Positions of all 84 atoms, in Å:
1 C -5.824 0.246 1.868
2 C -5.142 1.195 0.818
3 C -3.739 0.636 0.294
4 O -3.492 -0.733 0.747
5 C -2.857 -1.464 -0.232
6 C -3.439 -1.834 -1.530
7 P -5.189 -1.285 -1.919
8 S -5.226 0.317 -3.034
9 C -2.694 -2.614 -2.525
10 C -1.321 -3.107 -2.275
11 P -0.363 -4.098 -3.549
12 C -1.243 -3.665 -5.177
13 C -2.548 -4.551 -5.416
14 C 1.351 -3.306 -3.792
15 C 1.319 -1.714 -3.714
16 C -0.752 -2.747 -0.982
17 C -1.482 -1.928 0.010
18 N -0.869 -1.538 1.272
19 O -0.740 -2.634 2.129
20 C 0.437 -0.929 1.061
21 C 0.722 0.384 1.636
22 C -0.420 1.090 2.420
23 C -0.399 0.480 3.890
24 O 0.166 -0.543 4.138
25 I -1.398 1.615 5.423
26 C 2.022 1.021 1.439
27 C 2.419 2.434 1.958
28 C 2.200 2.678 3.492
29 C 2.373 4.242 3.729
30 C 1.228 5.054 3.053
31 O 0.201 4.513 2.688
32 O 1.343 6.414 2.793
33 C 0.707 6.719 1.510
34 C 1.135 8.159 1.003
35 C 3.058 0.281 0.679
36 C 2.814 -1.082 0.063
37 B 3.942 -1.909 -0.781
38 O 4.352 -1.551 -2.062
39 C 4.653 -3.241 -0.125
40 C 5.967 -2.922 0.688
41 C 1.483 -1.629 0.262
42 S 0.936 -3.224 -0.439
43 H -6.880 0.549 2.109
44 H -5.252 0.314 2.832
45 H -5.889 -0.818 1.510
46 H -4.971 2.195 1.308
47 H -5.762 1.365 -0.108
48 H -3.692 0.720 -0.829
49 H -2.932 1.313 0.686
50 H -5.928 -2.351 -2.530
51 H -5.828 -1.059 -0.654
52 H -3.203 -2.815 -3.491
53 H -1.614 -2.608 -5.024
54 H -0.503 -3.710 -6.014
55 H -3.444 -3.884 -5.534
56 H -2.433 -5.118 -6.369
57 H -2.680 -5.199 -4.515
58 H 1.693 -3.563 -4.831
59 H 2.032 -3.727 -3.014
60 H 0.342 -1.274 -4.023
61 H 2.091 -1.337 -4.444
62 H 1.667 -1.338 -2.710
63 H -1.457 -2.552 2.788
64 H -1.404 0.747 1.988
65 H -0.345 2.206 2.449
66 H 3.516 2.603 1.743
67 H 1.886 3.178 1.298
68 H 1.181 2.437 3.872
69 H 2.953 2.157 4.148
70 H 2.454 4.517 4.808
71 H 3.330 4.557 3.217
72 H 1.065 5.992 0.737
73 H -0.408 6.748 1.599
74 H 0.306 8.495 0.316
75 H 1.164 8.908 1.836
76 H 2.066 8.140 0.386
77 H 4.072 0.735 0.533
78 H 4.347 -2.370 -2.602
79 H 4.955 -3.939 -0.958
80 H 3.954 -3.807 0.553
81 H 6.594 -2.126 0.200
82 H 6.643 -3.814 0.809
83 H 5.676 -2.645 1.766
84 Yb 4.946 -1.057 2.647


ORCA calculation (the ωB97M-V functional and the def2-TZVPD basis) on 2 unconnected molecules or ions with the total composition C29H41BN.

As for the charge: +1. Its energy relative to the best compared isomer or geometry (same formula, charge and spin) is 0.0 kJ/mol. The HOMO energy is -11.0 eV. The calculation puts the largest force on an atom at 1.9 eV/Å. The calculation puts the total energy at -1208.96720 a.u.

Positions of all 72 atoms, in Å:
1 C 4.103 -2.286 0.168
2 C 3.565 -0.891 0.112
3 C 2.502 -0.488 0.920
4 C 1.910 0.771 0.755
5 C 0.827 1.187 1.705
6 C 2.316 1.593 -0.317
7 C 1.479 2.791 -0.736
8 C 1.822 4.096 0.009
9 C -0.066 2.515 -0.705
10 C -0.476 1.178 -1.194
11 C -1.393 1.046 -2.271
12 C -1.023 0.306 -3.446
13 C 0.280 -0.427 -3.472
14 C -1.801 0.405 -4.593
15 C -2.964 1.184 -4.628
16 C -3.724 1.339 -5.906
17 C -3.352 1.873 -3.474
18 C -2.621 1.805 -2.301
19 C -3.118 2.578 -1.115
20 C 3.507 1.271 -1.006
21 C 4.126 2.208 -2.008
22 C 4.123 0.043 -0.761
23 H 5.019 -2.333 -0.429
24 H 4.333 -2.588 1.195
25 H 3.392 -3.018 -0.239
26 H 2.119 -1.164 1.689
27 H 0.708 2.277 1.771
28 H -0.142 0.720 1.448
29 H 1.078 0.856 2.726
30 H 1.707 2.979 -1.795
31 H 2.900 4.294 0.000
32 H 1.324 4.953 -0.468
33 H 1.506 4.056 1.060
34 H -0.457 2.645 0.317
35 H -0.530 3.294 -1.329
36 H 0.116 0.317 -0.880
37 H 0.374 -1.055 -4.366
38 H 1.123 0.281 -3.479
39 H 0.397 -1.062 -2.587
40 H -1.494 -0.114 -5.506
41 H -4.685 1.825 -5.719
42 H -3.166 1.943 -6.636
43 H -3.903 0.361 -6.365
44 H -4.253 2.496 -3.499
45 H -4.182 2.819 -1.265
46 H -3.015 2.020 -0.174
47 H -2.591 3.538 -1.002
48 H 5.080 1.784 -2.344
49 H 3.496 2.341 -2.902
50 H 4.316 3.201 -1.583
51 H 5.044 -0.217 -1.287
52 C -2.900 -4.411 2.619
53 C -1.959 -3.878 3.660
54 N -1.235 -2.773 3.363
55 B -1.364 -2.079 1.898
56 H -0.657 -1.046 1.558
57 C -0.428 -2.269 4.321
58 C 0.374 -1.042 4.054
59 C -0.302 -2.847 5.578
60 C -1.019 -3.999 5.886
61 C -1.856 -4.512 4.894
62 H -3.398 -5.295 3.035
63 H -3.671 -3.679 2.338
64 H -2.392 -4.705 1.690
65 H -1.079 -2.898 1.053
66 H -2.503 -1.704 1.754
67 H 0.775 -0.710 5.018
68 H 1.231 -1.246 3.401
69 H -0.235 -0.239 3.629
70 H 0.370 -2.342 6.270
71 H -0.928 -4.466 6.863
72 H -2.461 -5.409 5.030


Question: Among the records above, which one has the lowest charge?
Answer: C29H41BN


Question: Among the records above, which one has the lowest charge?
Answer: C29H41BN


Question: HOMO energy of number 1 (C29H41BINO6P2S2Yb)?
Answer: -11.9 eV


Question: Number 2 is which compound?
Answer: C29H41BN